{"formula": "C36H63F6O30P3", "method": "wB97M-V/def2-TZVPD", "smiles": "O=C1OC[C@@H](F)O1.O=C1OC[C@@H](F)O1.O=C1OC[C@@H](F)O1.O=C1OC[C@@H](F)O1.O=C1OC[C@@H](F)O1.O=C1OC[C@@H](F)O1.CCOP(=O)(OCC)OCC.CCOP(=O)(OCC)OCC.CCOP(=O)(OCC)OCC", "homo_lumo_gap_ev": 10.1, "e_lumo_ev": -0.26, "e_tot_ev": -143958.920, "symbols": ["O", "C", "O", "C", "C", "F", "O", "H", "H", "H", "O", "C", "O", "C", "C", "F", "O", "H", "H", "H", "O", "C", "O", "C", "C", "F", "O", "H", "H", "H", "O", "C", "O", "C", "C", "F", "O", "H", "H", "H", "O", "C", "O", "C", "C", "F", "O", "H", "H", "H", "O", "C", "O", "C", "C", "F", "O", "H", "H", "H", "C", "C", "O", "P", "O", "O", "C", "C", "O", "C", "C", "H", "H", "H", "H", "H", "H", "H", "H", "H", "H", "H", "H", "H", "H", "H", "C", "C", "O", "P", "O", "O", "C", "C", "O", "C", "C", "H", "H", "H", "H", "H", "H", "H", "H", "H", "H", "H", "H", "H", "H", "H", "C", "C", "O", "P", "O", "O", "C", "C", "O", "C", "C", "H", "H", "H", "H", "H", "H", "H", "H", "H", "H", "H", "H", "H", "H", "H"], "positions_angstrom": [[6.120, -2.483, -0.286], [5.064, -2.948, -0.509], [4.779, -4.256, -0.698], [3.500, -4.370, -1.258], [2.826, -3.082, -0.755], [2.241, -3.197, 0.469], [3.901, -2.207, -0.605], [3.484, -4.403, -2.352], [2.936, -5.242, -0.924], [2.090, -2.847, -1.523], [-1.917, -3.231, -6.772], [-1.076, -2.549, -6.285], [-1.280, -1.289, -5.858], [-0.062, -0.773, -5.348], [0.959, -1.889, -5.588], [1.545, -2.160, -4.354], [0.187, -2.969, -6.037], [0.280, 0.187, -5.742], [-0.161, -0.554, -4.283], [1.781, -1.701, -6.272], [2.893, 7.762, 0.657], [1.770, 7.400, 0.509], [1.108, 7.298, -0.643], [-0.038, 6.467, -0.465], [-0.276, 6.561, 1.037], [-0.666, 5.416, 1.641], [1.025, 6.871, 1.521], [-0.857, 6.771, -1.110], [0.203, 5.440, -0.753], [-0.985, 7.350, 1.305], [-2.161, -0.978, -1.296], [-2.797, -1.445, -2.170], [-3.269, -2.704, -2.196], [-4.048, -2.974, -3.361], [-3.782, -1.699, -4.204], [-4.982, -1.029, -4.329], [-2.937, -0.915, -3.438], [-3.724, -3.915, -3.801], [-5.085, -3.057, -3.043], [-3.429, -1.937, -5.199], [0.948, 3.374, 0.242], [1.071, 2.296, -0.243], [0.788, 1.142, 0.369], [1.163, 0.035, -0.456], [1.715, 0.706, -1.725], [1.066, 0.321, -2.861], [1.497, 2.074, -1.502], [1.940, -0.510, 0.067], [0.254, -0.538, -0.632], [2.783, 0.527, -1.848], [-3.220, -5.965, -1.494], [-2.208, -5.377, -1.673], [-1.597, -5.339, -2.879], [-0.584, -4.337, -2.833], [-0.346, -4.232, -1.312], [-0.128, -2.897, -1.062], [-1.558, -4.629, -0.760], [0.358, -4.559, -3.326], [-1.039, -3.463, -3.295], [0.534, -4.761, -0.950], [-5.550, 5.051, 3.192], [-4.362, 5.304, 2.267], [-4.096, 4.088, 1.564], [-3.920, 4.135, 0.000], [-3.044, 5.224, -0.472], [-3.526, 2.663, -0.459], [-2.320, 2.523, -1.252], [-2.708, 2.375, -2.707], [-5.455, 4.260, -0.462], [-5.753, 4.503, -1.840], [-7.285, 4.529, -1.949], [-5.619, 5.872, 3.913], [-6.476, 5.061, 2.621], [-5.438, 4.146, 3.784], [-4.620, 6.129, 1.601], [-3.505, 5.668, 2.833], [-1.615, 3.341, -1.128], [-1.854, 1.587, -0.934], [-3.517, 1.657, -2.849], [-3.161, 3.330, -2.998], [-1.891, 2.152, -3.390], [-5.413, 5.509, -2.084], [-5.323, 3.726, -2.469], [-7.686, 5.340, -2.559], [-7.803, 3.616, -2.249], [-7.709, 4.713, -0.958], [4.901, 5.443, -0.663], [4.297, 4.249, 0.084], [5.313, 3.661, 0.888], [4.964, 2.580, 1.995], [6.145, 1.872, 2.486], [4.144, 3.509, 3.011], [3.431, 2.886, 4.091], [1.963, 2.673, 3.749], [3.799, 1.700, 1.320], [3.994, 0.295, 1.114], [3.169, -0.570, 2.023], [5.436, 6.097, 0.026], [5.372, 5.276, -1.626], [4.057, 6.110, -0.887], [3.376, 4.541, 0.589], [4.000, 3.519, -0.679], [3.840, 1.868, 4.149], [3.533, 3.355, 5.064], [1.481, 1.863, 4.309], [1.290, 3.520, 3.924], [1.730, 2.413, 2.716], [3.738, 0.121, 0.069], [5.037, -0.033, 1.091], [3.286, -0.400, 3.094], [2.096, -0.428, 1.880], [3.362, -1.613, 1.798], [-1.929, -7.383, 4.058], [-0.580, -6.728, 4.346], [-0.493, -5.457, 3.707], [0.874, -4.669, 3.585], [1.423, -4.199, 4.866], [0.434, -3.509, 2.595], [-0.634, -2.597, 2.854], [-1.218, -2.103, 1.565], [1.784, -5.646, 2.715], [3.214, -5.354, 2.718], [3.892, -6.077, 3.858], [-2.757, -6.723, 4.305], [-1.923, -7.650, 3.000], [-2.018, -8.305, 4.630], [-0.461, -6.544, 5.416], [0.174, -7.432, 3.989], [-1.355, -3.015, 3.562], [-0.215, -1.754, 3.419], [-0.413, -2.046, 0.840], [-2.023, -2.694, 1.140], [-1.460, -1.037, 1.604], [3.521, -5.600, 1.703], [3.440, -4.290, 2.855], [3.686, -7.151, 3.800], [4.940, -5.798, 3.931], [3.396, -5.836, 4.800]], "forces_ev_per_a": [[0.218, 0.046, 0.106], [-0.321, 0.052, 0.047], [0.709, -0.394, -0.229], [-1.248, 0.324, 0.684], [0.308, -1.012, -0.860], [-0.245, -0.380, -0.249], [-0.104, -0.079, -0.666], [0.456, 0.225, 0.020], [0.459, -0.109, 0.376], [-0.050, 1.138, 0.429], [0.100, 0.055, 0.115], [-0.934, -0.349, -0.013], [0.505, 0.204, -0.496], [0.737, 0.583, 0.661], [-0.069, 0.428, 0.944], [-0.144, -0.571, -0.469], [0.609, 0.253, 0.089], [-0.539, -0.196, -0.747], [-0.158, -0.555, -0.092], [-0.061, 0.034, -0.069], [-0.371, 0.453, -0.219], [0.648, -1.119, 0.744], [-0.031, 0.369, -0.669], [-0.358, -0.828, -0.150], [0.172, 0.212, -0.042], [-0.058, -0.025, -0.253], [-0.416, 0.486, 0.002], [-0.025, 0.423, 0.268], [0.161, 0.033, 0.260], [0.080, -0.071, 0.153], [-0.158, 0.724, 0.328], [0.600, -1.246, -1.451], [-0.182, -0.171, 0.923], [0.293, 0.700, 0.229], [-1.549, -1.027, 0.216], [0.123, 0.099, -0.171], [0.254, 0.230, 0.314], [0.163, 0.112, -0.108], [-0.076, 0.112, -0.289], [0.309, 0.495, -0.048], [-0.019, -0.191, -0.247], [-0.324, 0.436, 0.730], [0.125, -0.108, 0.133], [-0.437, 0.408, -0.290], [0.109, 0.034, 0.942], [-0.057, 0.099, 0.037], [0.447, -0.150, -0.794], [-0.315, -0.279, -0.239], [0.205, -0.187, -0.218], [-0.038, 0.018, -0.372], [0.079, 0.005, 0.357], [-1.135, -0.321, -0.597], [0.674, -0.245, -0.254], [-0.054, -0.387, 0.658], [-0.161, 1.722, -1.428], [0.006, -0.239, 0.119], [0.784, -0.343, 0.475], [-0.265, -0.581, -0.424], [0.385, 0.461, 0.419], [-0.296, -0.318, 0.347], [0.233, 0.673, 0.141], [-0.964, 0.528, 0.724], [0.454, -0.487, -0.305], [-0.582, 0.590, -0.243], [-0.107, -0.356, -0.217], [0.459, 0.868, 0.276], [0.356, -1.307, -0.525], [-1.044, 0.893, -0.104], [0.817, -0.257, 0.392], [-1.387, 0.420, 0.065], [-0.747, 0.000, 0.509], [0.015, 0.042, -0.088], [-0.037, -0.351, 0.035], [-0.004, -0.173, -0.227], [0.048, -0.216, -0.327], [0.339, -0.586, -0.109], [-0.216, 0.173, 0.310], [-0.031, 0.127, 0.333], [0.282, -0.287, 0.164], [0.284, 0.018, -0.282], [0.181, -0.046, 0.191], [0.470, -0.230, -0.222], [0.197, 0.139, -0.057], [0.355, -0.050, -0.247], [0.537, -0.180, -0.263], [0.285, 0.157, 0.077], [-1.628, 1.034, 0.632], [0.361, 0.296, -1.948], [-0.044, -0.507, 0.645], [-0.185, 1.440, -0.196], [-0.524, -0.195, 0.023], [0.165, 0.142, 0.196], [-0.707, -2.087, -0.914], [-1.561, 0.348, -0.156], [0.582, -0.357, 0.508], [0.343, -0.370, -0.788], [-0.739, 0.006, 0.487], [0.615, -0.349, -0.140], [0.517, -0.424, 0.316], [-0.048, -0.219, -0.238], [0.345, -0.047, 0.658], [-0.081, -0.121, 0.204], [0.161, 0.155, 0.574], [0.475, 0.528, -0.280], [0.531, -0.031, 0.324], [0.483, 0.292, 0.151], [0.707, -0.008, -0.152], [-0.316, 0.048, 0.009], [0.177, 0.544, 0.664], [0.582, 0.082, -0.080], [0.012, 0.134, -0.037], [0.170, -0.104, 0.176], [0.577, 0.339, -0.251], [-0.553, -0.449, 0.770], [-0.051, -0.395, -0.697], [-0.820, 0.609, 0.524], [0.219, -0.311, -0.465], [0.479, -0.875, -0.420], [-0.061, 0.894, 1.310], [0.547, 0.670, -0.479], [0.087, 0.917, 0.270], [0.072, 0.324, 0.234], [-0.812, -0.652, 0.146], [-0.048, -0.011, -0.111], [-0.421, 0.081, -0.015], [0.030, 0.016, 0.094], [0.154, -0.214, 0.018], [0.369, 0.366, 0.028], [-0.086, -0.357, -0.390], [0.168, -0.063, -0.230], [0.114, -0.463, -0.004], [-0.054, 0.010, 0.095], [-0.677, -0.184, 0.451], [0.339, -0.347, 0.179], [-0.560, 0.082, -0.129], [0.688, -0.067, -0.365], [0.097, -0.342, -0.083], [0.098, 0.600, -0.096]], "mulliken_charge": [-0.4753, 0.4091, -0.3606, -0.6288, 0.7230, 0.3313, -0.1658, 0.2979, 0.4205, -0.3931, -0.5104, 0.6570, -0.3290, 0.0419, 0.2373, -0.1327, -0.3201, 0.3412, -0.0827, 0.2649, -0.5174, 0.5628, -0.4093, 0.2854, 0.3213, -0.2180, -0.3294, 0.2647, -0.1662, 0.2147, -0.1835, 0.3226, -0.4148, -0.3954, 0.4603, -0.4044, -0.1119, 0.2413, 0.3811, 0.0332, -0.4355, -0.0425, -0.1784, 0.9836, 0.4659, -0.1146, -0.3298, -0.9315, -0.0863, 0.1100, -0.5325, 0.4672, -0.4469, 0.6683, 0.1885, 0.1581, -0.3639, 0.5635, -0.7609, 0.0612, -1.2558, -0.2004, -0.2934, 0.5201, -0.5224, -0.1400, 1.6999, -1.5239, -0.3000, 0.2060, -1.2740, 0.4035, 0.2670, 0.2966, 0.3455, 0.2958, -0.5096, -0.2973, 0.3426, 0.3942, 0.3457, 0.2665, 0.0319, 0.3400, 0.3289, 0.3078, -1.3498, 0.7115, -0.4329, 0.4419, -0.7849, -0.3316, -0.3252, -0.7120, 0.3962, -0.1210, -0.6436, 0.3794, 0.3491, 0.3078, 0.0662, -0.0924, 0.1807, 0.4512, 0.3537, 0.3828, -0.0963, -0.0343, 0.7761, 0.5287, 0.1512, -0.2250, -1.3121, -0.2309, -0.2372, 0.3151, -0.8138, 0.6006, -0.6318, -0.2171, -0.2765, 0.2291, -1.3885, 0.3259, 0.3025, 0.3923, 0.3270, 0.2752, 0.4307, 0.2713, -0.5939, 0.3785, 0.3690, 0.3119, 0.0237, 0.3399, 0.3957, 0.3046]}